Entry 1:
{
  "formula": "C34H49ClIrO2P4",
  "method": "ωB97M-V/def2-TZVPD",
  "homo_energy_ev": [-8.3199, -12.0051],
  "s_squared": 8.80,
  "total_charge": 2,
  "lumo_energy_ev": [-5.30, -9.35],
  "de_lowest_ev": 1.2918,
  "spin_multiplicity": 6,
  "elements": ["P", "C", "C", "H", "C", "H", "C", "H", "C", "H", "C", "H", "C", "C", "H", "C", "H", "C", "H", "C", "H", "C", "H", "C", "C", "H", "C", "H", "C", "H", "C", "H", "C", "H", "Ir", "C", "C", "H", "C", "O", "H", "C", "H", "C", "Cl", "P", "P", "C", "H", "H", "H", "C", "H", "H", "H", "C", "H", "H", "H", "C", "H", "H", "H", "C", "H", "H", "H", "C", "H", "H", "H", "P", "C", "C", "H", "H", "H", "H", "H", "H", "C", "H", "H", "H", "H", "C", "C", "O", "H", "H", "H"],
  "coordinates": [[5.33125, -2.01131, -2.83270], [4.50462, -3.47698, -2.18551], [4.68056, -4.27371, -3.35702], [4.75360, -3.75256, -4.32439], [4.98854, -5.62206, -3.25597], [5.29495, -6.18280, -4.15303], [4.91759, -6.20355, -1.97425], [5.16657, -7.26055, -1.88738], [4.53502, -5.48017, -0.82876], [4.46453, -6.01162, 0.13930], [4.28614, -4.09414, -0.93169], [3.95585, -3.50206, -0.06520], [4.14748, -1.15940, -3.92646], [2.91522, -1.57388, -4.50375], [2.28269, -2.32296, -3.99283], [2.51626, -1.05335, -5.74949], [1.61508, -1.42552, -6.27774], [3.32559, -0.08890, -6.37815], [3.08618, 0.24750, -7.38994], [4.45345, 0.45967, -5.74402], [5.11557, 1.18749, -6.24345], [4.76446, -0.00444, -4.47057], [5.63428, 0.40959, -3.93761], [5.84065, -0.91190, -1.43963], [7.16108, -1.38720, -1.62084], [7.27343, -2.25292, -2.32699], [8.26109, -0.77916, -1.04541], [9.26744, -1.15371, -1.28672], [7.99346, 0.30561, -0.18027], [8.85390, 0.78962, 0.27994], [6.69534, 0.76765, 0.09521], [6.55431, 1.61238, 0.80140], [5.58810, 0.15453, -0.54860], [4.56094, 0.47486, -0.32039], [-0.39430, -0.02133, 0.27384], [-0.03509, 1.66154, -0.95214], [0.88533, 1.95621, -1.93578], [-0.74963, 2.48430, -0.78978], [2.07679, 1.06483, -2.28564], [3.29698, 1.84547, -2.13066], [4.07043, 1.24631, -2.09592], [2.06876, -0.09858, -1.38766], [1.99118, 0.67005, -3.32484], [1.25565, -0.42900, -0.40663], [-0.10738, -2.27731, 1.24630], [0.98002, 0.98712, 1.95900], [-1.33620, -1.22180, -1.54092], [0.40046, 0.38917, 3.55456], [0.39997, -0.70379, 3.54404], [-0.60854, 0.75519, 3.75312], [1.08463, 0.75536, 4.32325], [2.77977, 0.78881, 2.00696], [3.27347, 1.51882, 1.35484], [3.06273, -0.21771, 1.68054], [3.13246, 0.94696, 3.03374], [0.67952, 2.76324, 1.87769], [-0.37740, 2.95098, 1.67674], [1.27007, 3.20257, 1.06991], [0.96273, 3.22508, 2.82443], [-2.85807, -1.97672, -0.91123], [-3.56217, -1.19029, -0.62577], [-2.61420, -2.58912, -0.03939], [-3.29616, -2.60166, -1.69401], [-1.87399, -0.11202, -2.87155], [-1.00931, 0.23514, -3.44785], [-2.36304, 0.75907, -2.42542], [-2.57588, -0.61600, -3.54416], [-0.44165, -2.58110, -2.35392], [0.15179, -3.12901, -1.61357], [0.23176, -2.19922, -3.13050], [-1.15708, -3.27344, -2.81973], [0.82258, 3.48739, -2.93949], [-0.76695, 4.32893, -2.85081], [1.15692, 3.08395, -4.67183], [-0.97906, 4.62296, -1.80867], [-1.56834, 3.67557, -3.23907], [-0.70917, 5.23491, -3.47556], [2.14053, 2.60931, -4.79617], [1.14439, 4.00594, -5.27215], [0.37904, 2.41555, -5.06739], [2.12025, 4.61610, -2.40212], [1.94735, 4.90903, -1.35754], [2.10340, 5.51719, -3.03014], [3.09424, 4.11399, -2.48796], [1.69868, -1.30953, 0.09894], [-2.58798, -0.39294, 2.06026], [-2.16473, 0.59719, 1.04684], [-2.75652, 1.58640, 0.70508], [-3.52639, -0.87743, 1.79718], [-2.66064, 0.04382, 3.05241], [-1.82634, -1.18217, 2.11096]],
  "forces_ev_per_a": [[-3.8942, -0.7252, 2.4063], [0.4253, 3.2972, -1.1583], [0.4727, -2.6778, -2.1741], [-0.3204, -0.5215, 0.1886], [-0.0634, 1.1540, -0.3471], [-0.3458, 0.1482, 0.6427], [0.8102, -1.5104, -1.2153], [-0.1568, 0.2406, 0.1058], [-0.7392, 2.9826, 1.1906], [-0.1411, 0.4933, -0.6795], [0.2329, -2.6254, 2.0180], [0.2640, -0.3948, -0.3560], [-0.9388, 1.3600, -0.6665], [0.3499, -0.3331, 0.0695], [0.7126, 0.1845, -0.4069], [0.2904, 0.3671, 0.0697], [0.6569, 0.2561, 0.5432], [-0.0574, 0.0645, -0.2666], [-0.0047, -0.1889, 0.2952], [-0.5456, -0.0073, 0.2504], [-0.6533, -0.2963, 0.3302], [0.6404, -0.6260, -0.3349], [-0.1858, -0.2500, -0.4014], [1.2980, -0.6399, -1.0005], [1.0575, 0.3307, 0.5208], [0.6930, 0.8631, 0.9771], [-0.3949, 0.3113, 0.5534], [-0.4871, 0.4404, 0.4103], [0.4523, -0.0893, -0.1530], [-0.3016, 0.0467, 0.0076], [-0.1427, -0.4995, -0.3424], [0.0683, -0.7429, -0.5713], [0.3333, -0.2905, -0.1657], [0.5308, -0.0970, -0.2023], [0.4206, -0.2976, -0.0220], [-0.4379, 1.1476, -0.6383], [-0.4871, -0.5857, 1.0508], [-0.0369, -0.4049, -0.1138], [0.7664, -0.4722, -0.5685], [-0.7568, -0.2485, -0.1578], [-0.5412, 0.1468, -0.1854], [-0.9706, 0.8862, 0.7006], [0.1309, 0.5327, 0.2625], [7.1869, -3.2745, -2.7863], [-0.6306, 0.8411, -0.0588], [-0.4401, 0.7065, 0.1262], [-0.9224, 0.0086, -0.7199], [0.0943, 0.0887, 0.2415], [0.0166, 0.1287, 0.0778], [0.1210, -0.0333, 0.0347], [-0.1609, -0.0609, 0.0960], [0.1766, -0.2141, -0.2662], [-0.2144, -0.1862, 0.0307], [0.0072, 0.1759, 0.1191], [-0.1818, -0.0189, -0.1769], [0.0732, 0.2730, 0.3626], [0.0736, 0.0076, 0.1270], [-0.0131, -0.1082, 0.0804], [0.0028, 0.1558, -0.0476], [-0.0213, -0.0644, -0.1656], [0.0076, -0.1365, -0.0799], [-0.0826, 0.0104, -0.1392], [-0.0805, 0.0565, 0.1415], [-0.0908, 0.0314, -0.1651], [-0.1021, -0.1165, 0.1159], [-0.0140, -0.1135, -0.0675], [0.1299, 0.0340, 0.0787], [0.3653, 0.0278, 0.1467], [-0.0817, 0.0698, -0.1434], [-0.1305, 0.0099, 0.2658], [0.0620, 0.2945, 0.1718], [0.4856, -0.0776, 0.0039], [-0.1921, -0.1114, 0.1393], [-0.1178, -0.1600, -0.1370], [0.0043, -0.1004, -0.4548], [0.3267, 0.2948, 0.2306], [-0.0019, -0.3021, 0.2304], [-0.2426, 0.0740, 0.1838], [-0.0239, -0.1664, 0.2946], [0.2152, 0.1231, 0.1398], [0.0541, 0.1541, 0.1140], [0.0634, -0.0845, -0.2558], [-0.0445, -0.2132, 0.1208], [-0.3886, 0.1279, 0.0411], [-0.0373, 0.1781, -0.1409], [0.0730, -1.6634, 1.2004], [-2.7169, 2.7387, -0.2961], [0.5995, -1.1870, 0.5569], [-0.2449, 0.3395, -0.1356], [-0.2421, 0.4118, -0.0107], [-0.7222, 0.3022, 0.3095]]
}

Entry 2:
{
  "formula": "C34H49FIrN2P2",
  "method": "ωB97M-V/def2-TZVPD",
  "homo_energy_ev": [-6.5020, -6.5151],
  "s_squared": 0.80,
  "total_charge": 0,
  "lumo_energy_ev": [0.67, -0.72],
  "de_lowest_ev": 0.0000,
  "spin_multiplicity": 2,
  "elements": ["Ir", "C", "C", "C", "P", "C", "C", "C", "C", "C", "C", "C", "C", "C", "C", "N", "C", "C", "C", "C", "C", "C", "C", "P", "C", "C", "C", "C", "C", "C", "H", "H", "H", "H", "H", "H", "H", "H", "H", "H", "H", "H", "H", "H", "H", "H", "H", "H", "H", "H", "H", "H", "H", "H", "H", "H", "H", "H", "H", "H", "H", "H", "H", "H", "H", "H", "H", "H", "H", "H", "C", "C", "C", "C", "C", "C", "C", "C", "N", "H", "H", "H", "H", "H", "H", "H", "H", "H", "F"],
  "coordinates": [[-0.03079, -0.06092, 0.60343], [2.92892, 0.55332, 3.02838], [3.38946, -0.27079, 1.82409], [3.39852, -1.76639, 2.13778], [2.27968, 0.07446, 0.41243], [2.97756, -0.85727, -1.01485], [2.16836, -0.56437, -2.27690], [4.46187, -0.57156, -1.23868], [2.43697, 1.82396, 0.00985], [3.59850, 2.56154, 0.19562], [3.64352, 3.93026, -0.03344], [4.89628, 4.72999, 0.20228], [2.45618, 4.53800, -0.43436], [1.28558, 3.82362, -0.62484], [1.24195, 2.43460, -0.43398], [0.11322, 1.64296, -0.59209], [-0.97556, 1.99891, -1.35812], [-0.89134, 2.85435, -2.47606], [-1.99648, 3.15758, -3.24273], [-3.25854, 2.62884, -2.96914], [-4.45042, 2.93620, -3.83531], [-3.34429, 1.75375, -1.90095], [-2.24545, 1.42292, -1.10601], [-2.30076, 0.10208, 0.12426], [-3.51167, 0.49185, 1.46575], [-2.82027, 1.26660, 2.58802], [-4.77039, 1.23427, 1.02079], [-2.94026, -1.40394, -0.74613], [-2.30130, -1.50031, -2.13150], [-4.45674, -1.56122, -0.84725], [3.60955, 0.39822, 3.86845], [1.92538, 0.25441, 3.33412], [2.88814, 1.61727, 2.79954], [4.39722, 0.04512, 1.53947], [2.38916, -2.12392, 2.36349], [4.02234, -1.95301, 3.01429], [3.79334, -2.36379, 1.31509], [2.85196, -1.91008, -0.75011], [2.27382, 0.48360, -2.56632], [1.10564, -0.76096, -2.13025], [2.53274, -1.18273, -3.10013], [4.62472, 0.49301, -1.41931], [4.81803, -1.11325, -2.11746], [5.07732, -0.87466, -0.39081], [4.49458, 2.06392, 0.55272], [5.76962, 4.08083, 0.27082], [4.83483, 5.29998, 1.13229], [5.07206, 5.44162, -0.60571], [2.43859, 5.61251, -0.58427], [0.38323, 4.35850, -0.88083], [0.06927, 3.25561, -2.76324], [-1.87256, 3.81602, -4.09617], [-4.34911, 3.91143, -4.31205], [-5.37233, 2.94483, -3.25231], [-4.57109, 2.19473, -4.62902], [-4.30172, 1.29198, -1.69032], [-3.79424, -0.49659, 1.84736], [-2.49888, 2.24825, 2.23492], [-1.92798, 0.76188, 2.95093], [-3.52122, 1.41353, 3.41311], [-4.50837, 2.21488, 0.62179], [-5.41703, 1.39120, 1.88687], [-5.34607, 0.70021, 0.26668], [-2.55374, -2.21595, -0.12245], [-2.69189, -0.72416, -2.78967], [-2.53056, -2.47037, -2.57918], [-1.21799, -1.38503, -2.08441], [-4.90017, -0.79262, -1.48184], [-4.94946, -1.53510, 0.12458], [-4.68427, -2.52669, -1.30472], [-0.26797, -2.39073, 3.49241], [-0.06723, -3.47006, 2.47261], [0.04699, -4.79415, 2.84729], [0.21606, -5.80124, 1.90149], [0.25885, -5.48480, 0.54728], [0.13906, -4.18053, 0.11114], [0.16434, -3.84477, -1.34929], [-0.00965, -3.13853, 1.07746], [-0.09912, -1.86453, 0.71974], [-0.15155, -2.78918, 4.49967], [-1.26884, -1.95827, 3.40854], [0.42960, -1.56508, 3.35068], [0.00788, -5.04795, 3.89999], [0.31129, -6.83155, 2.21845], [0.38404, -6.27445, -0.18435], [0.31712, -4.74163, -1.94851], [0.95932, -3.13567, -1.57750], [-0.76846, -3.37525, -1.66138], [0.05314, 1.42051, 1.93801]],
  "forces_ev_per_a": [[-0.0167, -0.6022, -0.2896], [-0.0019, -0.0731, 0.0343], [-0.0644, 0.1197, 0.1090], [-0.0385, -0.0093, 0.0392], [0.0986, 0.1882, -0.0955], [0.0674, 0.0299, 0.0201], [-0.0054, 0.0372, 0.0014], [-0.0139, 0.0066, 0.0018], [-0.1984, -0.0646, -0.0439], [0.0668, 0.1520, -0.0112], [0.0097, -0.1201, 0.0247], [0.0034, 0.0010, -0.0033], [-0.1040, -0.0594, -0.0219], [0.0642, 0.0998, 0.0186], [0.0546, -0.0809, -0.0402], [-0.0876, 0.0360, 0.0259], [-0.0069, -0.0258, 0.0153], [-0.0036, 0.0417, -0.0440], [0.0500, -0.0010, 0.0207], [0.0027, -0.0432, 0.0563], [-0.0124, 0.0176, 0.0052], [-0.0441, 0.0466, -0.0429], [0.0895, -0.0066, 0.0245], [-0.0904, 0.3709, 0.0483], [0.0165, -0.0259, 0.0066], [-0.0082, 0.0341, -0.0301], [0.0041, 0.0167, -0.0134], [-0.0302, 0.0642, -0.0175], [-0.0379, 0.0356, -0.0071], [0.0116, 0.0018, 0.0193], [0.0108, -0.0097, -0.0144], [-0.0152, 0.0323, -0.0114], [0.0001, 0.0090, 0.0139], [0.0104, -0.0091, -0.0113], [0.0929, 0.0204, -0.0432], [-0.0060, -0.0095, -0.0023], [-0.0013, -0.0116, -0.0130], [-0.0546, -0.1047, 0.0179], [0.0011, 0.0104, 0.0043], [0.0002, -0.0087, 0.0010], [-0.0106, 0.0074, -0.0093], [0.0032, -0.0035, -0.0094], [-0.0117, -0.0125, 0.0071], [0.0014, -0.0045, 0.0014], [0.0093, -0.0071, -0.0004], [-0.0037, -0.0024, 0.0020], [-0.0010, 0.0039, -0.0036], [-0.0026, 0.0005, -0.0017], [-0.0125, 0.0001, 0.0056], [-0.0253, 0.0012, -0.0292], [0.0259, 0.0193, 0.0124], [0.0049, -0.0015, -0.0005], [-0.0003, 0.0005, 0.0016], [0.0039, -0.0066, 0.0015], [0.0065, 0.0019, -0.0049], [-0.0071, 0.0179, 0.0082], [0.0097, -0.0305, 0.0124], [0.0186, -0.0122, 0.0073], [-0.0073, -0.0057, 0.0144], [-0.0012, -0.0088, -0.0030], [-0.0052, 0.0119, -0.0048], [-0.0018, -0.0079, -0.0018], [-0.0020, 0.0115, 0.0060], [0.0325, -0.0549, 0.0125], [-0.0188, 0.0132, -0.0173], [0.0001, 0.0161, -0.0013], [-0.0245, 0.0501, -0.0140], [-0.0018, -0.0107, -0.0009], [0.0135, -0.0002, -0.0066], [0.0055, -0.0053, -0.0005], [-0.0679, -0.0040, 0.0104], [-0.0016, -0.0145, -0.0275], [0.0341, 0.0217, -0.0240], [0.0014, -0.0299, 0.0196], [-0.0244, 0.0203, -0.0053], [0.0225, 0.0192, -0.0615], [-0.0097, -0.0528, 0.0370], [-0.0320, -0.0136, 0.0510], [0.0909, -0.2529, 0.1379], [0.0036, -0.0039, -0.0046], [0.0146, 0.0235, -0.0135], [-0.0035, 0.0187, 0.0133], [-0.0008, 0.0060, 0.0041], [-0.0036, 0.0042, 0.0039], [-0.0027, 0.0068, -0.0062], [0.0087, -0.0085, 0.0083], [0.0595, 0.0744, -0.0265], [0.0833, -0.0970, 0.0492], [0.0168, 0.1950, 0.0990]]
}